Here is a molecular structure, C59H46MnN3O4PS2Se2 from the Open Molecules 2025 dataset. Energies are from ωB97M-V with the def2-TZVPD basis set.

Calculated values
Kohn-Sham gap (spin up / spin down) (eV): 5.900 / 4.617
HOMO (spin up / spin down) (eV): -6.902 / -7.260
DFT total energy (Eh): -9832.7341
Multiplicity: 6
Lowest unoccupied orbital energy (spin up / spin down) (eV): -1.0 / -2.6

```
118
Properties=species:S:1:pos:R:3:lowdin_charge:R:1
Mn -1.854 -0.210 0.646 0.153
O 2.928 -2.232 1.328 0.066
C 2.197 -3.295 0.971 -0.256
C 2.782 -4.556 1.087 -0.008
C 2.071 -5.696 0.776 -0.071
C 0.745 -5.611 0.356 -0.084
C 0.154 -4.374 0.231 -0.008
C 0.864 -3.204 0.521 -0.072
C 0.170 -1.935 0.382 -0.382
O -1.103 -1.904 0.223 -0.162
N 0.854 -0.781 0.487 0.072
N -0.012 0.242 0.526 -0.161
C 0.346 1.457 0.802 -0.093
C -0.747 2.361 1.028 -0.245
C -0.572 3.675 1.467 0.000
C -1.674 4.451 1.744 -0.037
C -2.942 3.901 1.568 -0.032
C -3.052 2.598 1.133 -0.127
N -1.997 1.823 0.867 0.009
H 2.399 -1.421 1.171 0.067
H 3.810 -4.609 1.417 0.118
H 2.546 -6.664 0.862 0.105
H 0.191 -6.506 0.112 0.100
H -0.872 -4.276 -0.098 0.120
H 1.384 1.740 0.924 0.144
H 0.435 4.047 1.592 0.121
H -1.566 5.466 2.100 0.114
H -3.830 4.477 1.783 0.113
H -4.023 2.139 0.986 0.075
C -5.862 3.920 -4.878 -0.051
C -4.811 3.022 -4.291 -0.271
C -4.944 2.529 -2.997 -0.030
C -3.942 1.761 -2.425 -0.090
C -2.804 1.480 -3.159 -0.346
C -2.647 1.955 -4.452 -0.050
C -3.657 2.717 -5.012 -0.030
S -1.464 0.578 -2.361 0.978
O -0.237 1.324 -2.722 -0.506
C -1.532 -0.927 -3.370 -0.267
C -2.585 -1.748 -2.912 -0.097
C -2.745 -3.011 -3.386 -0.006
C -1.819 -3.545 -4.307 -0.152
C -1.904 -4.892 -4.726 -0.033
C -0.954 -5.431 -5.545 -0.078
C 0.105 -4.630 -6.008 -0.064
C 0.182 -3.310 -5.665 0.000
C -0.771 -2.726 -4.796 -0.102
C -0.649 -1.364 -4.357 -0.114
C 0.418 -0.574 -5.076 -0.143
C 0.143 -0.238 -6.439 -0.115
C -1.133 -0.459 -7.014 -0.017
C -1.378 -0.144 -8.321 -0.069
C -0.367 0.423 -9.119 -0.080
C 0.869 0.666 -8.591 -0.033
C 1.159 0.336 -7.247 -0.155
C 2.438 0.538 -6.695 -0.011
C 2.686 0.240 -5.391 -0.042
C 1.668 -0.289 -4.577 -0.286
S 1.970 -0.671 -2.851 0.993
O 2.642 -1.991 -2.867 -0.490
C 3.295 0.540 -2.614 -0.383
C 4.566 0.068 -2.347 -0.066
C 5.610 0.968 -2.184 -0.034
C 5.395 2.338 -2.287 -0.279
C 6.531 3.311 -2.129 -0.054
C 4.104 2.794 -2.552 -0.039
C 3.053 1.905 -2.710 -0.076
H -6.813 3.799 -4.363 0.075
H -6.007 3.723 -5.939 0.078
H -5.551 4.961 -4.771 0.085
H -5.832 2.762 -2.423 0.114
H -4.047 1.376 -1.417 0.002
H -1.737 1.738 -4.998 0.112
H -3.545 3.096 -6.021 0.116
H -3.266 -1.359 -2.164 0.017
H -3.564 -3.627 -3.040 0.121
H -2.731 -5.493 -4.367 0.112
H -1.008 -6.472 -5.836 0.102
H 0.863 -5.069 -6.644 0.105
H 0.998 -2.711 -6.044 0.121
H -1.919 -0.882 -6.402 0.121
H -2.355 -0.324 -8.749 0.104
H -0.573 0.663 -10.154 0.102
H 1.650 1.106 -9.199 0.112
H 3.230 0.933 -7.319 0.117
H 3.673 0.380 -4.974 0.115
H 4.724 -0.999 -2.271 0.108
H 6.609 0.600 -1.985 0.111
H 7.394 2.827 -1.675 0.073
H 6.242 4.155 -1.503 0.077
H 6.832 3.704 -3.102 0.083
H 3.921 3.858 -2.646 0.113
H 2.052 2.260 -2.908 0.100
Se -4.014 -0.646 0.308 0.294
P -1.752 -0.497 3.001 0.620
Se 0.184 0.060 3.793 0.569
C -3.001 0.532 3.869 -0.399
C -4.343 0.174 3.755 -0.117
C -5.317 0.967 4.338 -0.071
C -4.963 2.114 5.035 -0.088
C -3.630 2.478 5.136 -0.091
C -2.649 1.695 4.545 -0.138
C -2.073 -2.194 3.625 -0.391
C -1.495 -2.631 4.816 -0.121
C -1.733 -3.917 5.271 -0.080
C -2.547 -4.774 4.546 -0.080
C -3.119 -4.343 3.359 -0.070
C -2.879 -3.059 2.892 -0.106
H -4.623 -0.712 3.201 0.063
H -6.359 0.692 4.239 0.107
H -5.729 2.730 5.487 0.101
H -3.349 3.374 5.674 0.102
H -1.608 1.981 4.626 0.046
H -0.859 -1.965 5.385 0.063
H -1.274 -4.253 6.191 0.104
H -2.723 -5.781 4.900 0.103
H -3.749 -5.009 2.786 0.106
H -3.315 -2.732 1.954 0.027
```